[1]
84
Properties=species:S:1:pos:R:3:forces:R:3 method="wB97M-V/def2-TZVPD" max_force_ev_per_a=3.451 mol_weight_g_mol=778.8 homo_ev=-5.38
C 0.525412 1.538818 2.264770 0.3 0.3 -0.2
C -0.973556 1.274513 2.204579 0.0 -0.2 0.1
N -1.318446 0.535973 0.979920 0.0 -0.2 0.1
C -2.592038 -0.067752 0.941724 0.1 -0.1 -0.9
O -2.819325 -0.482462 -0.461468 0.4 0.0 0.3
C -4.129555 -0.560853 -0.680819 0.4 0.5 1.2
O -4.670053 -0.998712 -1.615564 -0.8 -0.8 -1.5
O -4.795947 -0.019660 0.392600 -0.1 0.4 0.1
C -3.836946 0.809683 1.085584 -0.4 -0.4 -0.1
C -4.490816 1.027153 2.438100 -0.6 0.1 -0.2
F -3.547515 0.907495 3.542582 0.3 -0.3 -0.7
C -5.205611 2.344392 2.666703 0.4 0.3 0.2
C -4.343039 3.603218 2.462946 0.2 -0.2 -0.1
H 1.048455 0.935895 1.521222 0.0 0.0 0.1
H 0.760682 2.587434 2.056053 -0.1 -0.1 0.1
H 0.928195 1.258482 3.237200 0.0 0.1 -0.1
H -1.501319 2.227247 2.179819 -0.1 -0.1 0.1
H -1.266711 0.721772 3.105768 0.0 0.0 -0.1
H -0.641242 -0.218208 0.851897 0.1 0.2 0.2
H -2.710908 -1.025362 1.476621 0.0 0.3 0.4
H -3.774098 1.715663 0.473505 0.5 0.2 0.5
H -5.205966 0.207180 2.566952 0.3 0.0 0.1
H -5.568456 2.330054 3.718082 -0.5 0.0 -0.5
H -6.084387 2.373617 2.017467 -0.1 -0.1 0.3
H -3.277965 3.362584 2.431794 -0.1 0.1 0.0
H -4.599630 4.101862 1.526785 0.1 0.0 0.1
H -4.475796 4.317081 3.277466 -0.1 0.0 -0.1
C -5.541064 -0.918148 5.209624 0.0 -0.2 0.1
Cl -6.706730 -1.671567 4.151602 -0.1 0.0 0.0
Cl -6.310465 0.385654 6.187947 0.3 0.2 -0.2
Cl -4.718275 -2.061982 6.234766 0.0 0.0 0.0
H -4.796832 -0.425234 4.593649 -0.1 -0.4 -0.1
O 1.061645 -1.392791 2.553005 -0.4 0.1 -0.3
C 1.424941 -2.381696 1.958035 0.1 -0.2 0.3
O 0.659530 -2.783467 0.904392 0.1 0.1 -0.1
C 1.121791 -3.817313 0.011149 -0.1 -0.1 -0.1
C 0.834745 -5.208627 0.533686 -0.1 0.1 0.2
C 2.608154 -3.188559 2.394344 -0.1 0.4 -0.5
H 2.181191 -3.679058 -0.205756 0.0 0.0 0.1
H 0.582492 -3.633638 -0.915025 0.0 0.0 0.0
H 1.360692 -5.404863 1.466832 0.1 0.0 0.0
H 1.143495 -5.954213 -0.199362 0.0 0.0 0.0
H -0.234115 -5.323387 0.720310 0.0 0.0 -0.1
H 2.300472 -3.889403 3.170932 0.1 0.0 0.1
H 3.336862 -2.523891 2.846023 0.0 -0.1 0.2
H 3.091021 -3.742376 1.596334 0.0 -0.1 0.1
Li -4.301341 1.520926 4.937545 -0.2 0.5 1.0
C 0.788985 -0.124185 -1.680974 0.0 -0.1 -0.1
C 0.676464 -0.918672 -2.967143 -0.4 0.0 0.3
O 0.030268 -2.169009 -2.741405 0.1 -0.1 -0.1
H 1.359247 -0.677832 -0.932789 0.0 0.0 0.0
H 1.273641 0.838667 -1.850805 0.0 0.0 0.0
H -0.208181 0.044908 -1.275336 0.0 0.2 0.0
H 1.664443 -1.127931 -3.365407 -0.1 0.0 0.0
H 0.119710 -0.359771 -3.726482 0.1 0.1 0.0
H -0.855792 -1.984526 -2.409745 0.0 0.0 0.0
Cl 4.507424 -4.231353 4.631877 0.0 -0.1 0.1
C 5.803617 -0.654806 -5.162436 0.0 0.1 -0.1
C 6.846871 -1.437715 -5.524620 0.1 -0.1 0.2
C 6.760482 -2.943718 -5.603692 0.8 -0.5 -0.6
O 7.726631 -3.570511 -5.963870 0.1 1.2 -0.5
C 5.539712 -3.612103 -5.207698 -2.9 -0.2 -1.8
C 4.467481 -2.786323 -4.792684 -0.5 0.2 0.2
C 4.554987 -1.250154 -4.796693 0.2 0.1 0.0
O 3.534777 -0.664328 -4.485724 0.2 -0.2 0.0
O 3.358434 -3.225066 -4.345102 0.1 -0.1 0.3
O 8.021853 -0.965284 -5.858243 0.0 0.1 0.1
H 5.876761 0.423469 -5.148018 0.0 0.0 0.0
H 5.579772 -4.713817 -5.177196 1.3 -1.0 1.3
H 2.782436 -2.449986 -4.134645 0.0 0.0 0.0
H 8.592726 -1.731530 -6.078831 0.0 0.0 0.0
C -1.543935 7.211673 0.287316 0.0 0.2 -0.2
C -0.608946 6.346804 -0.539291 -0.1 0.1 0.0
O -0.219076 5.344035 0.409654 0.1 0.0 -0.1
C -1.152608 5.269915 1.370431 0.1 -0.1 0.1
O -1.197229 4.421330 2.208862 -0.1 0.3 -0.1
O -2.040573 6.282255 1.258688 0.0 0.0 0.0
H -2.363878 7.644977 -0.278158 -0.1 -0.1 0.1
H -1.004102 8.007112 0.821530 -0.2 -0.2 -0.2
H -1.116613 5.858261 -1.371668 0.0 0.0 0.0
H 0.268476 6.870420 -0.908155 0.1 0.0 0.1
Cl 3.954587 -4.372455 -6.844506 1.6 0.8 0.7
Be 0.702576 8.234929 2.315655 0.3 0.1 0.3
F 6.986943 -5.541151 -4.945019 -0.8 -0.5 0.2

=====

[2]
76
Properties=species:S:1:pos:R:3:forces:R:3 method="wB97M-V/def2-TZVPD" charge=-1 e_above_lowest_kcal_mol=3.50 max_force_ev_per_a=1.583 spin_multiplicity=3 mol_weight_g_mol=891.3 homo_ev="-4.75 / -4.77"
Ti 0.111514 -0.699577 0.781295 -0.6 -0.9 -1.2
C -3.092654 1.907492 2.648993 -0.1 0.0 0.1
C -2.013886 1.485522 3.589720 0.2 -0.1 -0.1
N -2.107023 1.720832 4.875599 0.0 0.0 0.1
C -1.084131 1.367297 5.687614 0.0 0.0 -0.1
C 0.086267 0.799374 5.254526 -0.2 0.0 0.1
C 1.155629 0.470438 6.257232 0.1 0.0 -0.1
O 2.360738 1.213244 6.051370 0.0 0.0 0.1
C 0.211082 0.526166 3.870331 0.7 -0.3 -0.1
C 1.457303 -0.043668 3.351033 -0.3 0.5 0.1
N 1.683178 -0.454292 2.143501 0.6 -0.1 0.3
C 2.929491 -1.148518 1.929595 -0.6 0.4 0.1
C 3.338141 -2.074655 2.883103 0.2 -0.2 0.0
C 4.526130 -2.771050 2.729000 -0.1 0.1 0.0
C 5.303097 -2.556309 1.602326 0.0 0.0 0.0
C 4.877457 -1.666342 0.628369 0.0 0.0 -0.1
C 3.686881 -0.964695 0.773091 0.2 -0.2 0.2
I 3.065667 0.298660 -0.743531 0.0 0.3 0.0
C -0.863996 0.834849 3.038056 0.2 0.1 -0.1
O -0.823933 0.582179 1.762693 -0.6 0.6 0.7
H -3.882620 2.408064 3.204832 0.0 0.0 0.0
H -3.500635 1.048945 2.111014 0.0 0.0 0.0
H -2.698064 2.570186 1.874154 0.0 0.0 0.0
H -1.225725 1.568836 6.744279 0.0 0.0 0.0
H 1.449377 -0.579346 6.201291 0.0 0.0 0.0
H 0.764181 0.642928 7.264334 0.0 0.0 0.0
H 2.122215 2.145855 6.030086 0.0 0.0 -0.1
H 2.281714 -0.070670 4.060796 0.0 -0.1 0.0
H 2.686011 -2.286558 3.719277 0.0 0.0 0.0
H 4.825215 -3.491646 3.478223 0.0 0.0 0.0
H 6.231689 -3.095364 1.467386 0.0 0.0 0.0
H 5.467994 -1.519025 -0.265998 0.0 0.0 0.0
Br -0.516679 -2.670998 2.312503 -0.1 -0.1 0.2
C -3.838217 -1.918353 1.185070 0.0 -0.1 0.1
Br -2.985382 -1.065582 -0.204652 0.0 0.2 -0.2
H -3.748830 -1.459512 2.155711 0.0 0.0 0.0
H -4.051684 -2.967176 1.064971 0.0 0.0 0.0
C 1.614113 -4.409686 -0.864935 0.1 -0.1 0.0
Si 0.358560 -3.210149 -1.550229 0.2 0.4 0.3
C 0.791759 -2.752605 -3.307365 0.0 0.0 -0.1
C -1.306465 -4.040210 -1.532530 -0.1 -0.1 0.0
O 0.407815 -1.855418 -0.617352 0.1 -0.2 -0.3
H 1.794217 -5.244941 -1.546783 0.0 0.0 0.0
H 1.251712 -4.807765 0.085993 0.0 0.0 0.0
H 2.568849 -3.911856 -0.675379 0.0 0.0 0.0
H 1.060194 -3.640326 -3.886761 0.0 0.0 0.0
H 1.633277 -2.056906 -3.334362 0.0 0.0 0.0
H -0.054476 -2.268135 -3.799771 0.0 0.0 0.0
H -1.243599 -4.973986 -2.100065 0.0 0.0 0.0
H -2.084326 -3.419731 -1.979121 0.0 0.0 0.0
H -1.600010 -4.274594 -0.506590 0.0 0.0 0.0
C -2.307045 0.371900 -4.080144 0.1 0.0 0.0
C -3.329723 1.392021 -3.617149 -0.1 0.1 0.1
C -3.646479 2.424622 -4.686265 0.0 0.0 -0.1
O -3.015127 2.058930 -2.381597 0.0 0.0 0.0
P -1.615341 2.626450 -1.832374 -0.2 0.0 0.1
S -2.000004 3.918055 -0.433772 0.0 0.2 0.0
S -0.402333 1.114625 -1.385805 0.6 -0.5 -0.1
O -1.072215 3.290133 -3.207432 0.1 0.1 0.0
C 0.251720 3.799434 -3.490228 -0.2 0.0 0.0
C 1.035826 2.736135 -4.240399 0.0 0.0 0.0
C 1.001123 4.337868 -2.284378 0.0 0.0 0.0
H -2.720193 -0.150483 -4.947402 0.0 0.0 0.0
H -2.078879 -0.354850 -3.302518 0.0 0.0 0.0
H -1.367891 0.841857 -4.370895 0.0 0.0 0.0
H -4.252468 0.857840 -3.371529 0.0 0.0 0.0
H -2.747620 2.966550 -4.976809 0.0 0.0 0.0
H -4.376011 3.143157 -4.312757 0.0 0.0 0.0
H -4.062019 1.928550 -5.567036 0.0 0.0 0.0
H 0.053520 4.638366 -4.164568 0.0 0.0 0.0
H 1.123763 1.841671 -3.624013 0.0 0.0 0.0
H 2.033945 3.105344 -4.487204 0.0 0.0 0.0
H 0.528732 2.464596 -5.167932 0.0 0.0 0.0
H 1.282657 3.540028 -1.597076 0.0 0.0 0.0
H 0.395864 5.051790 -1.730866 0.0 0.0 0.0
H 1.907042 4.834193 -2.641784 0.0 0.0 0.0

=====

[3]
76
Properties=species:S:1:pos:R:3:forces:R:3 method="wB97M-V/def2-TZVPD" charge=-1 max_force_ev_per_a=2.795 mol_weight_g_mol=686.9 homo_ev="-2.33 / -2.34"
Ti 0.994401 0.215413 -0.404552 2.2 1.7 -0.3
C -3.327552 -3.804043 -0.157645 0.3 0.4 0.2
N -2.321943 -2.890326 0.398280 -0.4 -0.3 -0.2
C -2.084442 -2.683442 1.730041 0.0 -0.1 0.0
C -1.086591 -1.754933 1.799007 0.1 0.0 0.2
N -0.718658 -1.389539 0.539845 0.1 0.7 -0.1
C -1.463495 -2.082168 -0.288276 -0.2 -0.4 -0.2
P -1.017114 -2.424688 -2.004742 -0.3 -0.3 0.1
C 0.734298 -2.834503 -1.637151 -0.4 -0.2 0.0
N 1.534234 -2.109091 -0.883827 0.0 0.1 0.0
C 2.758778 -2.716697 -0.895179 0.2 -0.2 0.1
C 2.681334 -3.845510 -1.664261 0.1 0.0 0.0
N 1.392316 -3.910901 -2.137313 -0.1 -0.4 -0.4
C 0.868856 -4.923378 -3.056212 0.2 0.2 0.4
C -0.676093 -0.829543 -2.758776 -0.1 -0.4 0.1
N 0.405933 -0.152517 -2.366465 -0.3 -0.1 -1.1
C 1.028924 0.285913 -3.482942 0.0 0.1 -0.4
C 0.319836 -0.131694 -4.583436 0.3 0.2 -0.1
N -0.741460 -0.825799 -4.118706 -0.5 -0.3 -0.6
C -1.784899 -1.439865 -4.943330 0.2 0.3 0.2
H -3.880170 -4.246247 0.663940 0.0 0.0 0.1
H -4.024118 -3.268769 -0.796893 0.0 0.1 0.0
H -2.867925 -4.596256 -0.736321 0.2 -0.1 -0.1
H -2.646933 -3.192589 2.498170 0.1 0.1 -0.1
H -0.633609 -1.322974 2.679210 -0.1 -0.1 -0.2
H 3.620535 -2.281972 -0.373115 -0.2 -0.1 -0.2
H 3.425424 -4.583067 -1.930642 -0.1 0.1 0.0
H 1.702777 -5.498949 -3.445493 0.1 0.0 0.0
H 0.180005 -5.601721 -2.556048 0.0 0.0 0.1
H 0.353062 -4.461017 -3.890964 0.0 0.1 -0.1
H 1.929550 0.865974 -3.439112 0.0 0.1 0.0
H 0.457998 0.083732 -5.631507 0.0 0.0 0.1
H -1.694319 -1.062042 -5.957189 0.1 0.1 0.0
H -1.699822 -2.522975 -4.962529 0.1 -0.1 0.1
H -2.766312 -1.175207 -4.559211 0.0 0.1 0.0
C -2.260860 3.632409 1.843917 0.0 0.4 0.2
Si -1.666565 2.028287 1.060180 -0.1 0.1 0.0
C -2.823489 0.786504 1.889053 -0.1 -0.3 0.2
C -2.221261 2.093847 -0.707765 -0.2 0.1 -0.3
C 0.159492 1.686303 1.152957 -0.1 -0.9 0.3
C 0.685347 0.730422 2.140980 0.2 0.1 0.2
C 0.453122 0.661409 3.526481 0.0 0.0 -0.1
C 1.123006 -0.275708 4.287714 0.0 0.0 0.1
C 1.988557 -1.172743 3.669357 0.0 0.0 0.0
C 2.164929 -1.081600 2.300823 0.0 0.2 -0.1
N 1.547152 -0.144802 1.566799 -0.1 -0.3 1.2
Si 1.125460 3.289769 1.398519 0.1 0.2 -0.1
C 0.865915 3.872120 3.195307 -0.1 0.0 0.3
C 0.574980 4.759547 0.372595 -0.2 0.4 -0.1
C 2.968247 3.078053 1.343030 0.5 -0.1 0.0
H -3.304996 3.797090 1.537062 0.2 0.0 0.1
H -1.673083 4.506311 1.541280 -0.2 -0.2 0.1
H -2.237875 3.573049 2.941104 -0.1 0.0 -0.2
H -3.766721 1.310795 2.102424 0.2 -0.1 -0.1
H -2.438569 0.388399 2.837642 -0.1 0.1 -0.1
H -3.048020 -0.060107 1.225972 0.0 0.2 0.2
H -3.310429 2.256600 -0.757638 0.2 0.0 0.0
H -1.993457 1.157328 -1.227168 0.0 0.0 -0.1
H -1.712068 2.887593 -1.272105 -0.1 -0.2 0.0
H -0.243508 1.359799 3.970116 0.0 0.0 0.0
H 0.975452 -0.313710 5.363763 0.0 0.0 -0.1
H 2.519141 -1.929270 4.234219 0.0 0.1 -0.1
H 2.830407 -1.745086 1.770674 0.0 0.0 -0.1
H -0.191875 4.000520 3.457396 0.2 0.0 0.0
H 1.358929 4.850692 3.301031 -0.1 -0.2 0.0
H 1.322794 3.193341 3.930253 -0.1 0.2 -0.2
H -0.368551 4.591586 -0.162711 0.3 0.1 0.0
H 1.327026 4.967664 -0.397138 -0.2 0.0 0.2
H 0.460662 5.642703 1.022734 0.0 -0.1 -0.2
H 3.288922 2.104895 1.743670 0.0 0.2 0.0
H 3.435495 3.870388 1.949397 -0.1 -0.2 -0.1
H 3.352188 3.131840 0.321781 0.0 0.0 0.1
S 4.702954 -0.367628 0.422587 0.0 -0.2 -0.1
S 3.367459 0.392048 -0.957500 -0.8 0.3 0.8
S 1.421810 2.475223 -1.507863 0.0 -0.9 0.1
S 0.289089 3.125537 -3.077622 -0.4 0.1 -0.2